(1)
This record from OMol25 describes a 2-piece molecular cluster, C4H12NO3 overall in a non-equilibrium geometry. The level of theory is the ωB97M-V functional and the def2-TZVPD basis.

Properties
Orbital gap, Ha: 0.258
Max |F|, eV/A: 4.543
Net charge: -1
Energy relative to the best compared isomer or geometry (same formula, charge and spin), kJ/mol: 116.0
E_HOMO, eV: -3.05
Lowest unoccupied orbital energy, eV: 3.96
E_tot, eV: -11974.75033

Each line ends with the natural charge from an NBO analysis.
Cartesian coordinates (Å):
C  -0.97977  -1.02816  -1.32480  -0.034
O  -0.08105  -1.17552  -2.33489  -0.963
C  -0.68703  0.34677  -0.47985  -0.103
C  0.80982  0.24994  -0.05114  0.137
C  1.32940  -1.00520  0.74257  -0.667
O  1.64746  0.36856  -1.15024  -0.783
N  -1.48481  0.32413  0.77565  -0.897
H  -0.98487  -1.91212  -0.69201  0.100
H  -2.00292  -0.81249  -1.66300  0.081
H  -1.12080  1.20144  -0.97779  0.188
H  0.89961  1.20077  0.62137  0.104
H  0.99959  -1.21866  1.75631  0.187
H  0.94322  -1.81217  0.16107  0.224
H  2.41427  -1.08344  0.58077  0.223
H  1.22511  -0.17371  -1.85592  0.518
H  -1.05270  -0.24043  1.50812  0.353
H  -2.41763  -0.08074  0.55112  0.353
H  -1.04865  1.43424  2.54398  0.488
H  0.28165  2.03722  2.30875  0.467
O  -0.31208  1.81768  3.06162  -0.975

(2)
This record from OMol25 describes C32H34N5O3S3Tb as an isolated structure in a non-equilibrium geometry. The level of theory is the ωB97M-V functional and the def2-TZVPD basis.

Properties
Orbital gap (spin up / spin down), Ha: 0.271 / 0.271
Max |F|, eV/A: 1.899
Energy relative to the best compared isomer or geometry (same formula, charge and spin), kJ/mol: 0.0
2S+1: 7
E_HOMO (spin up / spin down), eV: -7.24 / -7.22
Lowest unoccupied orbital energy (spin up / spin down), eV: 0.15 / 0.16
<S²>: 12.667
E_tot, eV: -102272.93655

Each line ends with the Löwdin charge.
Cartesian coordinates (Å):
Tb  0.43445  -0.08932  -0.13815  1.440
C  -2.26612  -1.85294  3.03192  -0.028
C  -1.82903  -1.56767  1.61714  -0.269
N  -1.35153  -0.38272  1.30860  -0.128
N  -1.62247  0.61538  2.21802  -0.112
C  -1.27710  1.83151  1.96345  -1.146
S  -0.13575  2.44332  0.85598  0.556
S  -2.19243  3.03723  2.89029  0.867
C  -3.87718  2.30109  2.71444  -0.402
C  -4.31575  2.33031  1.28495  -0.292
C  -4.90631  3.46931  0.74600  -0.048
C  -5.30084  3.50620  -0.57971  -0.085
C  -5.08515  2.41008  -1.39917  -0.102
C  -4.49335  1.27213  -0.87879  -0.089
C  -4.12427  1.22943  0.45507  -0.044
C  -2.06744  -2.55882  0.59298  -0.113
C  -2.89202  -3.65644  0.89994  -0.050
C  -3.30703  -4.55452  -0.04999  -0.105
C  -2.88518  -4.40774  -1.37026  -0.087
C  -2.06554  -3.36431  -1.70947  -0.013
C  -1.61470  -2.40574  -0.76444  -0.343
O  -0.82814  -1.45455  -1.14500  -0.230
H  -1.81284  -1.12856  3.70478  0.074
H  -1.95676  -2.85483  3.32434  0.082
H  -3.35005  -1.77104  3.12251  0.095
H  -4.50719  2.92260  3.34845  0.074
H  -3.80936  1.28828  3.10488  0.066
H  -5.05942  4.33193  1.37646  0.112
H  -5.77769  4.39281  -0.97474  0.101
H  -5.39584  2.43431  -2.43353  0.098
H  -4.31859  0.40922  -1.50622  0.109
H  -3.69014  0.32202  0.84307  0.096
H  -3.24580  -3.79425  1.90904  0.098
H  -3.95347  -5.37013  0.23165  0.095
H  -3.19523  -5.12447  -2.11826  0.103
H  -1.72772  -3.23344  -2.72566  0.112
O  3.33816  -2.01862  -2.72848  0.016
C  2.72559  -1.54834  -1.76578  -0.524
N  2.16292  -0.35048  -1.66458  -0.154
C  2.21453  0.47001  -2.86289  -0.157
C  0.89354  1.14597  -3.14480  -0.235
C  0.61522  1.68980  -4.39778  -0.010
C  -0.58653  2.34466  -4.59330  -0.051
C  -1.48469  2.43888  -3.53845  -0.041
C  -1.14228  1.85556  -2.33347  -0.133
N  0.02356  1.23835  -2.13632  -0.027
C  2.66461  -2.36800  -0.48139  -0.181
C  3.55224  -3.43804  -0.37600  0.005
C  3.58974  -4.18569  0.78411  -0.043
C  2.72986  -3.83868  1.81708  -0.046
C  1.85876  -2.77923  1.62096  -0.111
N  1.80982  -2.05585  0.50307  0.015
H  2.52501  -0.13312  -3.72988  0.126
H  2.96160  1.27174  -2.72112  0.122
H  1.32364  1.58611  -5.20571  0.117
H  -0.82312  2.78350  -5.55110  0.108
H  -2.43071  2.94773  -3.64042  0.105
H  -1.82043  1.89990  -1.48147  0.085
H  4.18246  -3.64892  -1.22676  0.119
H  4.27783  -5.01332  0.88295  0.111
H  2.72263  -4.39032  2.74405  0.106
H  1.16375  -2.48741  2.40247  0.117
C  4.71656  3.56576  -0.11902  -0.143
C  3.97433  2.79563  0.95842  -0.345
S  3.59974  1.08682  0.32076  0.969
O  2.34770  0.68752  1.02747  -0.699
C  4.91548  0.14425  1.23600  -0.335
C  4.61022  0.08292  2.71845  -0.128
H  4.88111  4.59656  0.19158  0.079
H  4.13722  3.57676  -1.03957  0.068
H  5.68460  3.11596  -0.33229  0.071
H  3.00195  3.24382  1.15784  0.079
H  4.54266  2.74714  1.88261  0.078
H  5.87109  0.61533  1.01923  0.089
H  4.89322  -0.84890  0.78530  0.074
H  4.86515  1.01833  3.21156  0.068
H  5.17033  -0.71454  3.20315  0.080
H  3.54391  -0.10521  2.85299  0.066

(3)
This record from OMol25 describes C22H36BrCl5MnOSi as an isolated structure. The level of theory is the ωB97M-V functional and the def2-TZVPD basis.

Properties
Orbital gap (spin up / spin down), Ha: 0.259 / 0.310
Max |F|, eV/A: 0.998
Net charge: +1
Energy relative to the best compared isomer or geometry (same formula, charge and spin), kJ/mol: 8.5
2S+1: 5
E_HOMO (spin up / spin down), eV: -12.07 / -12.08
Lowest unoccupied orbital energy (spin up / spin down), eV: -5.01 / -3.64
<S²>: 6.119
E_tot, eV: -197293.40931

Each line ends with the natural charge from an NBO analysis.
Cartesian coordinates (Å):
Mn  0.57674  2.54140  -0.03791  1.413
Cl  2.86445  2.86526  0.49908  0.036
C  2.10094  4.51532  0.49688  0.061
C  0.73771  4.46796  0.54991  -0.362
C  0.10429  5.70512  0.56781  -0.053
Cl  -1.60463  5.80053  0.71677  0.076
C  0.85710  6.88183  0.50318  -0.083
Cl  0.06929  8.39929  0.52714  0.106
C  2.26088  6.84237  0.41206  -0.056
Cl  3.16195  8.28587  0.28637  0.113
C  2.92748  5.61832  0.41874  -0.155
Cl  4.62306  5.47646  0.32392  0.108
C  -2.11772  1.34002  -2.53680  -0.615
C  -1.95761  2.65651  -1.79450  0.248
C  -2.95150  2.72803  -0.64547  -0.634
C  -2.09561  3.84719  -2.72885  -0.622
O  -0.61084  2.68159  -1.27806  -0.760
H  -3.04082  1.34724  -3.11701  0.228
H  -2.15889  0.51402  -1.82781  0.203
H  -1.28171  1.18147  -3.21983  0.219
H  -3.96815  2.62766  -1.02651  0.229
H  -2.87068  3.67518  -0.12123  0.224
H  -2.76418  1.92051  0.06638  0.207
H  -3.08238  3.85277  -3.19236  0.224
H  -1.34066  3.80103  -3.51453  0.220
H  -1.96184  4.77835  -2.17681  0.219
C  1.77831  -1.76884  3.02273  -0.610
C  0.68843  -2.63520  2.36621  -0.654
C  -0.57066  -2.50108  3.23930  -0.610
C  1.16633  -4.10372  2.37689  -0.616
Si  0.29515  -2.18824  0.56479  2.206
Br  0.04713  0.30965  0.90928  -0.449
C  -1.43191  -2.64244  -0.08384  -0.658
C  -1.63116  -4.15104  0.18253  -0.614
C  -1.55608  -2.40490  -1.59529  -0.606
C  -2.57667  -1.86684  0.59306  -0.606
C  1.72219  -2.19750  -0.68373  -0.659
C  1.54220  -1.22421  -1.85968  -0.603
C  3.05911  -1.85489  -0.01138  -0.605
C  1.81776  -3.63755  -1.23913  -0.615
H  1.83468  -2.04864  4.07794  0.221
H  1.55190  -0.70540  2.97432  0.219
H  2.76408  -1.92973  2.59478  0.218
H  -0.30431  -2.75229  4.26910  0.224
H  -1.36856  -3.17878  2.93932  0.212
H  -0.96384  -1.48277  3.23603  0.220
H  1.35224  -4.39865  3.41325  0.230
H  2.10113  -4.23521  1.82905  0.214
H  0.43157  -4.79722  1.96641  0.220
H  -0.89943  -4.76725  -0.34599  0.218
H  -2.62202  -4.43601  -0.18176  0.230
H  -1.58941  -4.40469  1.24065  0.216
H  -0.87346  -3.02096  -2.17901  0.212
H  -1.39378  -1.36272  -1.86181  0.215
H  -2.57117  -2.67253  -1.90100  0.223
H  -2.69758  -2.12340  1.64353  0.222
H  -3.50765  -2.12523  0.08186  0.220
H  -2.44747  -0.78768  0.52561  0.216
H  1.43466  -0.19191  -1.52645  0.196
H  0.68984  -1.46578  -2.48921  0.225
H  2.43707  -1.28247  -2.48526  0.220
H  3.04289  -0.87097  0.46238  0.211
H  3.83957  -1.84828  -0.77701  0.222
H  3.34927  -2.59289  0.73554  0.215
H  0.91705  -3.94875  -1.76756  0.217
H  2.01930  -4.37165  -0.45621  0.220
H  2.64663  -3.68265  -1.95076  0.229

(4)
This record from OMol25 describes an isolated molecule of C2H4N2OS2 in a non-equilibrium geometry. The level of theory is the ωB97M-V functional and the def2-TZVPD basis.

Properties
Orbital gap, Ha: 0.282
Max |F|, eV/A: 4.765
SMILES: NC(=S)N(O)C=S
Energy relative to the best compared isomer or geometry (same formula, charge and spin), kJ/mol: 334.6
E_HOMO, eV: -8.13
Lowest unoccupied orbital energy, eV: -0.46
E_tot, eV: -28833.61575

Each line ends with the natural charge from an NBO analysis.
Cartesian coordinates (Å):
C  -0.51066  -0.79556  -0.02886  0.254
C  1.77165  0.09481  0.21233  -0.108
H  -1.70186  0.82727  -0.59438  0.418
H  -2.34091  -0.88674  -0.60091  0.417
H  -0.54695  1.71766  0.72054  0.476
H  1.99293  1.21157  0.77996  0.205
N  -1.64756  -0.24937  -0.44152  -0.780
N  0.45833  0.15675  0.22780  -0.219
O  0.09112  1.47250  -0.10827  -0.530
S  -0.35345  -2.46466  0.12167  -0.179
S  2.78735  -1.08424  -0.28835  0.047